Density functional theory data (ωB97M-V/def2-TZVPD) for the molecule C3H6N2O2S.

Structure (XYZ):
```
14
Properties=species:S:1:pos:R:3:forces:R:3
C 0.3504 2.2648 -0.8928 -0.1 0.4 -0.4
C -0.2692 0.9095 -0.8926 -0.4 -0.6 -0.3
N -0.0673 -0.0642 -0.0755 0.0 0.5 -0.2
S 1.0539 0.1195 1.1658 -0.1 -0.1 -0.1
C 0.8537 -1.4606 1.9329 0.0 -0.2 0.1
O 0.0952 -2.3173 1.5798 0.2 0.2 0.1
N -1.1285 0.6427 -1.9501 0.2 0.3 0.3
O -1.8333 -0.5501 -1.8663 -0.1 -0.4 0.1
H -0.0200 2.9194 -1.7027 0.0 -0.4 0.4
H 0.1695 2.7353 0.0652 -0.1 0.2 0.2
H 1.4260 2.1925 -1.0116 0.2 -0.1 0.0
H 1.5424 -1.5604 2.8073 -0.2 0.1 -0.3
H -1.7955 1.3662 -2.1926 0.3 0.1 0.1
H -1.5198 -0.9590 -1.0316 0.0 0.1 -0.1
```
Positions in Å, forces in eV/Å.

Gap between HOMO and LUMO = 9.29 eV
SMILES = C/C(=N\SC=O)NO
Total charge = 0
Energy = -21116.56819 eV


Density functional theory data (ωB97M-V/def2-TZVPD) for a cluster of 2 separate species, C3H6N2O2S in total at a distorted geometry.

Structure (XYZ):
```
14
Properties=species:S:1:pos:R:3:forces:R:3
N 0.5385 0.3561 1.7458 1.4 2.1 0.6
C 0.6554 -0.3869 0.5209 1.0 -0.9 0.6
C -0.4586 -0.9462 -0.0189 1.9 0.6 -1.6
N -0.3957 -1.7330 -1.1613 -2.8 -0.8 1.8
O -1.7046 -0.6081 0.2910 -1.0 0.4 0.8
H -0.3046 0.8992 1.7252 -1.2 -0.3 0.1
H 1.1099 1.2725 1.7801 0.0 -2.3 -0.4
H 1.7014 -0.7802 0.2680 -1.9 0.7 0.3
H 0.3750 -1.6708 -1.7096 2.8 0.3 -1.5
H -1.2304 -1.8404 -1.7164 -0.2 0.2 0.4
H -1.7109 0.0449 1.0152 -0.1 -0.6 -0.4
O -0.4641 2.1717 -0.0977 1.0 -0.9 -1.3
C 0.3597 1.7083 -0.8023 -0.8 1.4 0.7
S 1.5289 1.5128 -1.8400 -0.2 -0.1 -0.1
```
Positions in Å, forces in eV/Å.

Gap between HOMO and LUMO = 7.89 eV
SMILES = N/C=C(/N)O.O=C=S
Total charge = 0
Energy = -21117.54701 eV


Density functional theory data (ωB97M-V/def2-TZVPD) for a cluster of 2 separate species, C3H6N2O3 in total at a distorted geometry.

Structure (XYZ):
```
14
Properties=species:S:1:pos:R:3:forces:R:3
C -0.1725 0.4404 -0.5271 0.7 1.6 -5.5
C 0.9507 -0.4535 -1.0452 1.1 1.6 -1.6
C -1.5343 0.5407 1.3813 -2.0 0.3 -1.2
H 1.0204 -0.9280 1.7303 -0.6 4.4 -0.9
H -1.0590 0.5478 -1.2725 1.2 -0.9 1.6
H 0.2325 1.4950 -0.6099 -0.1 -0.7 0.8
H 1.2233 0.8779 -2.7358 0.6 -3.9 1.8
H -1.3616 1.0896 2.4198 0.0 -1.3 -2.4
H -3.0983 -0.1676 -0.2034 2.2 3.0 3.9
N -0.3950 -0.1093 0.6889 -2.9 1.3 5.6
N -2.7429 0.6327 0.8783 0.9 -2.9 -1.6
O 0.7735 0.1268 1.5101 -0.2 -4.1 1.4
O 1.4773 -0.1230 -2.3850 -1.3 2.2 1.3
O 1.4424 -1.2217 -0.2692 0.5 -0.6 -3.3
```
Positions in Å, forces in eV/Å.

Gap between HOMO and LUMO = 9.95 eV
Total charge = 0
Energy = -12325.17661 eV


Density functional theory data (ωB97M-V/def2-TZVPD) for the molecule C3H6N2O3 at a distorted geometry.

Structure (XYZ):
```
14
Properties=species:S:1:pos:R:3:forces:R:3
C 1.0223 -0.6531 0.7544 -2.1 1.2 -0.4
C -0.1533 -0.2297 -0.1364 0.4 2.7 1.9
C -0.5062 1.3540 0.1524 2.2 -1.1 0.1
N -1.3820 -0.9719 0.1839 0.0 -1.5 -3.4
O -1.7909 -0.8906 1.2683 -0.3 0.7 2.6
N 0.1841 -0.4670 -1.5889 -0.7 0.3 -2.0
O -0.7416 -0.5506 -2.3960 0.6 0.1 1.4
O 1.3572 -0.4885 -1.9321 -0.5 0.0 0.9
H 1.8978 -0.2025 0.4113 1.5 0.5 -0.5
H 0.7986 -0.3297 1.7416 -0.2 0.3 0.9
H 1.0550 -1.6849 0.7702 0.6 -2.3 -0.1
H -1.4925 1.6303 -0.1055 -1.0 0.1 -1.1
H -0.5319 1.5149 1.2643 0.7 -0.4 -1.0
H 0.2834 1.9693 -0.3876 -1.1 -0.6 0.9
```
Positions in Å, forces in eV/Å.

Gap between HOMO and LUMO = 9.11 eV
SMILES = CC(C)(N=O)[N+](=O)[O-]
Total charge = 0
Energy = -12325.23656 eV


Density functional theory data (ωB97M-V/def2-TZVPD) for the molecule C3H6N2O3 at a distorted geometry.

Structure (XYZ):
```
14
Properties=species:S:1:pos:R:3:forces:R:3
C 0.5108 -0.1749 0.0755 2.8 -0.8 -0.4
C -0.3570 -1.4214 0.0721 4.2 -2.1 1.8
C -0.4119 0.9308 -0.2503 -0.6 1.8 -2.2
N -1.6727 -0.9343 0.1109 -0.2 -0.1 -0.1
N -1.6838 0.3041 -0.0676 -6.1 3.9 1.0
O -2.5859 -1.7042 0.1293 -2.1 -0.8 0.5
O -2.9524 1.2198 0.0806 4.5 -3.2 -0.8
O -0.3720 2.0424 0.5581 4.2 -1.5 1.0
H 0.8653 -0.0906 1.1064 -0.1 0.6 -0.2
H 1.4649 -0.2767 -0.5237 -1.3 0.3 0.3
H -0.3155 -2.1335 -0.7524 0.3 0.2 -0.1
H 0.0645 -1.9576 1.0430 -2.1 0.5 -1.9
H -0.4966 1.3353 -1.3277 0.7 -1.1 1.1
H -1.2064 2.3561 0.4153 -4.1 2.2 -0.1
```
Positions in Å, forces in eV/Å.

Gap between HOMO and LUMO (alpha / beta) = 9.15 / 9.15 eV
Total charge = 0
Energy = -12324.33582 eV


Density functional theory data (ωB97M-V/def2-TZVPD) for the molecule C3H6N2O3 at a distorted geometry.

Structure (XYZ):
```
14
Properties=species:S:1:pos:R:3:forces:R:3
C -0.6302 -0.9735 -0.7813 -0.4 -1.5 0.1
C -0.3059 0.2983 -0.4057 -0.6 2.1 -3.0
O -1.2227 1.3921 -0.3810 0.9 -1.1 -1.5
O -2.3602 1.0692 -1.2122 -0.3 0.1 1.0
C 1.0754 0.7809 -0.5282 -2.0 1.6 4.7
O 1.6010 1.7558 -0.9805 0.3 -1.6 -0.2
N 1.1916 0.3712 0.9701 1.3 0.2 -0.5
N 1.3282 -0.8828 1.5720 0.3 -0.2 -0.1
H -1.0213 -1.1945 -1.7660 -1.3 0.4 0.4
H -0.4618 -1.8491 -0.1732 1.2 0.0 -0.3
H -3.0187 0.8822 -0.5125 0.2 0.0 -0.5
H 1.4383 1.1562 1.5709 0.3 -0.2 -0.2
H 1.9656 -1.4581 1.0247 -0.1 0.1 0.2
H 0.4207 -1.3478 1.6028 0.2 0.1 -0.1
```
Positions in Å, forces in eV/Å.

Gap between HOMO and LUMO (alpha / beta) = 7.18 / 7.53 eV
SMILES = C=C(OO)C(=O)NN
Total charge = 0
Energy = -12322.03219 eV


Density functional theory data (ωB97M-V/def2-TZVPD) for the molecule C3H6N2O3 at a distorted geometry.

Structure (XYZ):
```
14
Properties=species:S:1:pos:R:3:forces:R:3
O 2.0738 0.9423 -0.6614 0.2 -8.1 2.1
C 2.0691 -0.3466 -0.2707 -0.1 4.9 -0.1
C 0.7929 -1.0203 0.4886 1.1 7.6 -0.2
C -0.4975 -0.3331 0.0293 1.2 0.8 2.6
N -1.4127 -1.1192 -0.2915 4.6 -4.3 0.2
O -2.5663 -0.6805 -0.4727 -3.5 7.0 -4.0
N -0.7410 0.9437 0.7031 0.2 -1.4 -0.4
O -1.3152 2.0349 -0.0097 1.8 -1.4 -4.3
H 3.0092 -1.0954 -0.2852 -1.7 2.0 -0.5
H 0.7392 -1.9453 0.1753 -0.2 -5.1 -0.7
H 0.8394 -0.7664 1.5876 0.5 -1.0 -0.9
H -2.2532 0.3257 -1.0054 -3.0 -3.5 2.6
H 0.1830 1.1587 1.0425 0.1 1.2 -0.1
H -0.9207 1.9016 -1.0297 -1.2 1.1 3.8
```
Positions in Å, forces in eV/Å.

Gap between HOMO and LUMO = 8.78 eV
SMILES = O=CC/C(=N/O)NO
Total charge = 0
Energy = -12323.24119 eV


Density functional theory data (ωB97M-V/def2-TZVPD) for the molecule C3H6N2O3 at a distorted geometry.

Structure (XYZ):
```
14
Properties=species:S:1:pos:R:3:forces:R:3
C 0.5585 -1.0790 0.6474 -2.6 4.3 4.0
N 0.0233 -0.1312 -0.2997 -0.4 2.6 -0.8
C -0.3307 -0.6263 -1.5780 -1.4 -2.8 -0.8
C -0.2271 1.2207 -0.0980 -0.2 -3.3 -1.6
O -0.6929 1.9585 -0.9232 0.5 0.4 1.2
N 0.0011 1.4963 1.3350 0.1 2.2 -1.1
O -0.9033 1.1769 2.0406 -0.9 -0.4 1.4
O 1.0110 2.0932 1.6058 0.5 0.1 0.6
H 1.3035 -1.7458 0.3738 1.4 -0.8 -0.9
H 0.8203 -0.3165 1.4950 0.9 -2.4 -1.2
H -0.3050 -1.5252 1.1625 0.3 -0.8 -0.5
H 0.5897 -0.9369 -2.0189 0.6 -0.7 -0.8
H -1.0072 -1.5493 -1.3961 1.1 1.2 -0.5
H -0.8410 -0.0353 -2.3464 0.1 0.6 1.0
```
Positions in Å, forces in eV/Å.

Gap between HOMO and LUMO = 9.88 eV
SMILES = CN(C)C(=O)[N+](=O)[O-]
Total charge = 0
Energy = -12326.93091 eV


Density functional theory data (ωB97M-V/def2-TZVPD) for the ion C3H6N2O3 with charge +1 at a distorted geometry.

Structure (XYZ):
```
14
Properties=species:S:1:pos:R:3:forces:R:3
O -0.6651 1.6585 0.4493 1.8 -0.4 -0.4
C -0.9905 0.5671 0.0747 -5.3 1.4 0.9
N -2.3499 0.4274 -0.2295 2.0 -1.0 -0.4
C -0.3196 -0.7846 0.2328 2.3 -1.5 -0.1
N 1.0438 -0.6783 0.6315 -1.7 -1.0 0.7
C 2.0261 0.0891 0.0433 0.3 0.0 -2.2
O 1.5618 0.5612 -1.1209 -0.7 -0.1 0.6
O 3.1468 0.1325 0.4255 0.6 0.2 1.0
H -2.8257 -0.4454 -0.4309 0.3 0.2 0.0
H -2.8536 1.2875 -0.2776 -0.4 0.3 0.1
H -0.4527 -1.3145 -0.7309 0.3 0.5 -0.2
H -0.7423 -1.4986 0.9418 -0.7 0.7 0.2
H 1.2457 -1.2034 1.4790 0.7 0.4 -0.1
H 2.1751 1.2016 -1.4883 0.4 0.2 -0.2
```
Positions in Å, forces in eV/Å.

Gap between HOMO and LUMO (alpha / beta) = 11.99 / 5.46 eV
Total charge = +1
2S+1 = 2
Energy = -12322.04990 eV


Density functional theory data (ωB97M-V/def2-TZVPD) for a cluster of 2 separate species, C3H6N2O3 in total at a distorted geometry.

Structure (XYZ):
```
14
Properties=species:S:1:pos:R:3:forces:R:3
C -0.5202 -0.3384 1.7543 -0.8 0.3 1.7
C 1.4477 1.1159 2.1815 0.3 2.1 1.7
C -1.3183 -1.3422 -1.9878 -1.7 -1.3 -4.4
N 0.7539 -0.0498 1.6474 -0.4 -0.6 0.0
N -0.5131 -1.1068 -0.9574 4.8 0.6 3.7
O -1.5898 -0.5996 1.9903 0.4 0.0 -0.4
O 1.3228 -0.9632 0.9505 1.0 -0.4 2.0
O 0.6547 -1.0421 -0.8156 -3.5 -0.4 -3.8
H 0.9328 2.0792 1.8163 1.0 -1.5 0.8
H 2.4564 0.9936 1.8302 0.4 0.2 -0.9
H 1.6755 1.0738 3.3270 -1.4 -0.1 -1.8
H -1.8176 -0.3852 -2.1779 -0.5 0.4 0.2
H -2.1188 -2.0954 -1.7987 0.3 0.6 0.5
H -0.8168 -1.5888 -2.9495 0.2 0.0 0.6
```
Positions in Å, forces in eV/Å.

Gap between HOMO and LUMO (alpha / beta) = 7.98 / 9.20 eV
Total charge = +2
Energy = -12302.28561 eV


Density functional theory data (ωB97M-V/def2-TZVPD) for the ion C3H6N2OP with charge +1 at a distorted geometry.

Structure (XYZ):
```
13
Properties=species:S:1:pos:R:3:forces:R:3
C -1.6329 -1.1151 0.3920 -0.5 -0.5 0.1
C -0.2226 -1.0280 -0.0207 -0.9 0.2 0.0
O 0.4608 -1.9194 -0.4152 -0.2 0.0 -0.1
C 0.5009 0.3433 0.1194 2.8 -2.7 -0.3
P 2.4202 -0.4163 0.0955 -0.7 1.4 0.6
N 0.0327 1.4456 -0.0422 -0.5 1.0 -0.5
N -0.4396 2.5235 0.0336 -0.3 0.6 1.3
H -2.1046 -1.9272 -0.1604 -0.1 0.1 0.0
H -1.6452 -1.4054 1.4487 0.0 0.1 0.0
H -2.1924 -0.1915 0.2842 0.0 0.1 0.0
H 3.0009 0.8496 0.3354 0.1 0.2 0.0
H 2.5085 -0.2444 -1.2914 -0.1 0.0 -0.3
H -0.6866 3.0853 -0.7789 0.3 -0.4 -0.7
```
Positions in Å, forces in eV/Å.

Gap between HOMO and LUMO = 8.44 eV
SMILES = CC(=O)C(P)=[N+]=N
Total charge = +1
Energy = -17513.67727 eV


Density functional theory data (ωB97M-V/def2-TZVPD) for the molecule C3H6N2OS at a distorted geometry.

Structure (XYZ):
```
13
Properties=species:S:1:pos:R:3:forces:R:3
C -2.3412 0.5012 0.4267 0.1 -1.4 -0.9
C -1.7771 -0.6557 -0.5219 -1.8 -1.1 0.3
C 2.5794 0.4771 0.1843 1.8 -0.1 -4.6
N -1.6407 1.4511 0.7695 0.0 0.1 0.0
N 0.6251 -0.6253 0.0570 1.3 3.6 -1.5
O 1.9361 -0.7298 0.3925 -0.8 -2.1 0.5
S -0.5475 -1.6521 0.2943 -0.4 -1.7 0.3
H -3.3834 0.3817 0.7213 -0.2 0.1 0.2
H -2.4948 -1.4649 -0.9463 0.4 1.6 1.3
H -1.4731 -0.1681 -1.4152 1.1 0.3 -0.6
H 2.1818 1.2529 0.6892 -1.1 2.4 2.3
H 2.7105 0.9150 -0.8978 -1.5 -1.3 1.0
H 3.6247 0.3170 0.2463 1.0 -0.4 1.5
```
Positions in Å, forces in eV/Å.

Gap between HOMO and LUMO (alpha / beta) = 7.07 / 9.28 eV
Total charge = 0
Energy = -19064.68302 eV